{
  "formula": "C2H4BNO2",
  "method": "ωB97M-V/def2-TZVPD",
  "symbols": ["N", "C", "C", "B", "O", "O", "H", "H", "H", "H"],
  "positions_angstrom": [[-2.7703, 0.4376, 0.1904], [-1.8399, -0.1739, -0.0927], [-0.6169, -0.7967, -0.4278], [0.6169, 0.1220, 0.1076], [1.6652, -0.4396, 0.6306], [0.5258, 1.4820, 0.0517], [-0.6991, -0.9402, -1.5383], [-0.4741, -1.9224, -0.1893], [2.3305, 0.2260, 0.8879], [1.2617, 2.0052, 0.3799]],
  "forces_ev_per_a": [[-0.07, -0.13, -0.06], [-1.40, 0.37, 0.91], [1.78, -2.12, -1.38], [-2.35, 1.01, -1.31], [2.98, -1.29, 1.28], [-0.73, 0.34, -0.48], [0.67, 0.71, 0.54], [-0.57, 1.95, 0.51], [-0.25, -0.72, -0.03], [-0.06, -0.11, 0.02]],
  "mulliken_charge": [-0.41, 0.23, -0.50, 0.51, -0.44, -0.51, 0.26, 0.30, 0.28, 0.26],
  "smiles": "N#CCB(O)O",
  "homo_ev": -11.1,
  "lumo_ev": 0.0,
  "max_force_ev_per_a": 3.49,
  "homo_lumo_gap_ev": 11.140,
  "charge": 0
}

***

{
  "formula": "C5H11NO",
  "method": "ωB97M-V/def2-TZVPD",
  "symbols": ["C", "C", "N", "C", "C", "C", "O", "H", "H", "H", "H", "H", "H", "H", "H", "H", "H", "H"],
  "positions_angstrom": [[1.0270, -0.5264, -2.6151], [0.4449, -1.5850, 0.6838], [-0.3262, -0.5657, 0.4824], [-1.7376, -0.2089, 0.5185], [-0.6059, 0.7313, 0.3258], [-0.0891, 1.8443, 1.1712], [-0.3457, 1.6818, 2.5642], [0.4781, -1.4708, -2.6641], [2.0505, -0.7231, -2.2847], [1.0483, -0.0671, -3.6065], [0.0113, -2.5768, 0.6813], [1.5150, -1.4317, 0.7630], [-2.3427, -0.5140, -0.3363], [-2.1958, -0.3801, 1.4991], [0.5320, 0.1479, -1.9092], [0.9869, 1.9726, 0.9808], [-0.5845, 2.7764, 0.8907], [0.1334, 0.8952, 2.8551]],
  "forces_ev_per_a": [[0.00, 0.00, -0.01], [-0.03, 0.07, -0.02], [0.12, 0.01, 0.02], [-0.31, -0.17, -0.02], [0.11, -0.05, 0.15], [0.05, 0.16, -0.34], [0.14, -0.24, 0.14], [0.09, 0.14, 0.00], [-0.14, 0.02, -0.06], [0.00, -0.07, 0.14], [0.03, 0.15, 0.02], [-0.14, 0.00, -0.01], [0.10, 0.07, 0.12], [0.09, 0.04, -0.12], [0.09, -0.12, -0.15], [-0.17, -0.02, 0.05], [0.07, -0.13, 0.03], [-0.09, 0.13, 0.07]],
  "mulliken_charge": [-0.87, -0.52, 0.11, -0.50, 0.14, -0.65, -0.52, 0.22, 0.23, 0.33, 0.27, 0.28, 0.23, 0.26, 0.10, 0.24, 0.33, 0.31],
  "homo_ev": [-7.5, -7.5],
  "lumo_ev": [0.7, 0.7],
  "max_force_ev_per_a": 0.38,
  "homo_lumo_gap_ev": [8.253, 8.254],
  "charge": 0
}

***

{
  "formula": "C19H28BN7PdSi",
  "method": "ωB97M-V/def2-TZVPD",
  "symbols": ["H", "N", "B", "N", "C", "Pd", "H", "C", "H", "C", "H", "C", "H", "H", "H", "N", "N", "N", "N", "C", "C", "H", "H", "C", "C", "C", "C", "H", "H", "H", "H", "H", "C", "Si", "C", "C", "N", "C", "C", "C", "C", "C", "C", "H", "H", "H", "H", "H", "H", "H", "H", "H", "H", "H", "H", "H", "H"],
  "positions_angstrom": [[-0.6563, 2.5626, 0.5840], [-0.2989, 1.3645, -1.1227], [0.2725, 0.4677, -3.4183], [0.1839, 1.6411, -2.4044], [0.4641, 2.9668, -2.5125], [-0.8243, -0.5632, -0.5082], [0.8070, 3.3389, -3.4399], [0.1564, 3.5651, -1.2658], [0.2220, 4.5957, -1.0042], [-0.3065, 2.5171, -0.4552], [0.6206, 0.8030, -4.4993], [-1.1706, -2.2990, 0.2279], [-1.6696, -2.2231, 1.1968], [-0.2877, -3.0266, 0.3232], [-2.0155, -2.5137, -0.4838], [-1.1560, -0.1611, -3.4098], [1.1584, -0.6902, -2.8729], [-1.7051, -0.6279, -2.2401], [0.8479, -1.2729, -1.6408], [-2.0856, -0.2846, -4.3798], [2.2707, -1.2708, -3.3773], [-1.8694, 0.0829, -5.4005], [2.6644, -0.9341, -4.3080], [-3.2259, -0.8372, -3.8099], [2.6949, -2.2446, -2.4747], [-2.9579, -1.0683, -2.4475], [1.7833, -2.2001, -1.3986], [-4.1821, -1.0128, -4.3255], [3.5199, -2.9105, -2.5687], [-3.5572, -1.4811, -1.6801], [1.7655, -2.8267, -0.5060], [-2.3350, -0.0270, -0.0752], [2.9167, 0.8124, 0.3809], [1.8371, 0.2350, 1.7947], [2.4803, -1.4251, 2.3382], [2.0834, 1.5731, 3.0732], [0.1181, 0.1206, 1.4443], [-0.8196, 0.2247, 2.4061], [-0.5566, -0.1700, 3.7585], [-1.5831, -0.2267, 4.6945], [-2.8909, 0.1321, 4.3475], [-3.1721, 0.5870, 3.0484], [-2.1442, 0.6806, 2.1209], [3.8444, 1.2078, 0.8249], [2.4615, 1.6178, -0.2027], [3.1901, 0.0079, -0.3095], [3.5194, -1.3072, 2.6830], [1.8707, -1.8348, 3.1523], [2.4550, -2.1393, 1.5057], [1.5353, 2.4735, 2.7636], [1.7107, 1.2680, 4.0574], [3.1564, 1.8056, 3.1327], [0.4531, -0.4858, 4.0298], [-1.3531, -0.5808, 5.7051], [-3.6863, 0.0476, 5.0894], [-4.1763, 0.8825, 2.7406], [-2.3780, 1.0636, 1.1184]],
  "forces_ev_per_a": [[0.26, -0.04, -0.62], [0.33, 3.19, 0.76], [-0.29, -1.93, -0.04], [0.94, 2.88, -0.22], [-0.77, -3.92, -0.02], [0.50, 0.61, 0.61], [0.37, 0.54, -0.67], [-0.18, -0.02, 0.28], [0.10, 0.51, 0.07], [-0.45, -1.35, 0.51], [-0.03, 0.25, -0.02], [-0.38, -2.46, 2.10], [0.25, -0.10, 0.05], [-1.49, 1.10, -0.70], [1.06, -0.51, 0.19], [-1.28, 0.11, 0.10], [0.00, 0.14, 1.37], [-1.25, 0.08, -3.08], [1.42, -0.23, -0.65], [0.35, 0.44, 0.03], [-0.51, -0.37, 1.44], [-0.28, -0.47, 0.81], [0.23, 0.00, -0.44], [-1.27, -0.40, -0.33], [-0.60, 0.51, 0.10], [1.35, 1.55, -2.52], [0.01, 0.35, -1.05], [0.76, -0.08, 0.32], [0.38, -0.22, -0.12], [-0.43, -0.19, 0.54], [-0.06, 0.34, -0.38], [1.17, -0.95, -0.01], [-0.25, -0.14, -0.44], [1.64, 0.09, 0.40], [-0.20, -0.06, 0.09], [-0.30, -0.15, 0.13], [-1.29, 0.63, 0.73], [0.43, 0.03, -0.08], [-0.35, -0.11, 0.65], [0.72, -0.12, -0.11], [-0.15, -0.11, 0.08], [0.60, 0.26, -0.50], [-1.04, -0.04, 0.21], [-0.31, -0.14, -0.13], [0.12, 0.06, -0.01], [-0.03, 0.12, 0.03], [-0.30, -0.15, -0.11], [0.29, -0.07, -0.10], [0.13, 0.09, 0.23], [0.19, -0.04, 0.16], [0.23, 0.29, -0.10], [-0.35, -0.01, 0.09], [-0.49, 0.06, -0.04], [-0.17, 0.18, -0.42], [0.21, 0.06, -0.24], [0.27, -0.06, 0.30], [0.20, 0.00, 0.76]],
  "lowdin_spin": [0.00, 0.26, 0.00, 0.11, 0.14, 1.01, 0.00, 0.38, 0.02, 0.02, 0.00, 0.18, 0.01, 0.01, 0.05, 0.04, 0.01, 0.23, 0.03, 0.02, 0.01, 0.00, 0.00, 0.04, 0.02, 0.03, 0.01, 0.00, 0.00, 0.00, 0.00, 0.09, 0.00, 0.05, 0.02, 0.02, 0.55, 0.10, 0.15, 0.00, 0.20, 0.01, 0.15, 0.00, 0.00, 0.00, 0.00, 0.00, 0.00, 0.00, 0.00, 0.00, 0.00, 0.00, 0.01, 0.00, 0.02],
  "homo_ev": [-13.3, -15.0],
  "lumo_ev": [-6.3, -11.0],
  "max_force_ev_per_a": 3.99,
  "multiplicity": 5,
  "homo_lumo_gap_ev": [7.015, 4.005],
  "s2": 6.0601,
  "charge": 2
}

***

{
  "formula": "C4H6N2O",
  "method": "ωB97M-V/def2-TZVPD",
  "symbols": ["C", "O", "C", "C", "N", "C", "N", "H", "H", "H", "H", "H", "H"],
  "positions_angstrom": [[-1.9731, 0.4581, -0.4517], [-0.9207, -0.1938, -1.1618], [0.2524, -0.1186, -0.4923], [1.2728, 0.7865, -0.4652], [2.1973, 0.4199, 0.4888], [1.7364, -0.6798, 1.0256], [0.5508, -1.0550, 0.4729], [-1.9774, 1.5337, -0.6643], [-1.8516, 0.3085, 0.6279], [-2.9131, 0.0077, -0.7754], [1.3923, 1.6830, -1.0601], [2.1982, -1.2431, 1.8252], [0.0357, -1.9073, 0.6305]],
  "forces_ev_per_a": [[-0.30, 0.11, 0.14], [0.15, -0.02, -0.05], [0.13, 0.06, 0.16], [-0.09, 0.10, -0.12], [-0.10, -0.20, 0.10], [0.18, 0.02, 0.06], [-0.04, -0.03, -0.11], [0.02, -0.17, 0.01], [-0.08, 0.03, -0.16], [0.10, 0.10, -0.02], [-0.05, -0.20, 0.08], [0.02, 0.07, -0.14], [0.07, 0.14, 0.04]],
  "mulliken_charge": [-0.68, -0.43, 0.47, -0.39, -0.59, -0.17, -0.03, 0.26, 0.35, 0.23, 0.41, 0.38, 0.20],
  "smiles": "COc1cnc[nH]1",
  "homo_ev": -8.7,
  "lumo_ev": 0.8,
  "max_force_ev_per_a": 0.35,
  "homo_lumo_gap_ev": 9.486,
  "charge": 0
}

***

Number 1: DFT total energy -8402.4585 eV. Number 2: DFT total energy -8896.9205 eV. Number 3: DFT total energy -42601.2018 eV. Number 4: DFT total energy -9272.2040 eV.